# 1
The following is a quantum chemistry calculation of an isolated molecule of C3H11OPSi in a non-equilibrium geometry, from the Open Molecules 2025 dataset.

Geometry as XYZ:
```
17
Properties=species:S:1:pos:R:3:forces:R:3
C 0.559 -1.655 0.262 -0.28 0.70 -0.14
Si -0.050 0.099 -0.232 -0.77 0.21 0.77
C -1.204 0.027 -1.744 0.43 0.01 0.45
C 1.446 1.245 -0.536 -0.64 -0.35 0.18
P -1.478 0.987 1.624 0.94 -0.53 -1.57
O -0.398 0.935 2.868 0.42 0.27 0.54
H 1.404 -1.617 0.944 0.15 0.07 0.11
H -0.232 -2.222 0.745 -0.15 -0.04 0.03
H 0.874 -2.215 -0.615 0.08 -0.02 -0.18
H -1.821 0.919 -1.800 -0.04 0.17 0.01
H -0.637 -0.043 -2.669 0.13 -0.03 -0.14
H -1.870 -0.830 -1.699 -0.09 -0.16 0.08
H 1.888 1.579 0.399 0.05 0.01 0.16
H 2.219 0.739 -1.108 0.07 -0.16 -0.10
H 1.147 2.129 -1.091 -0.10 0.16 -0.08
H -2.073 -0.283 1.821 -0.20 -0.19 -0.17
H 0.225 0.206 2.831 0.01 -0.11 0.05
```
Forces are in eV/Å.

Summary:
HOMO level	-8.472	eV
LUMO	0.667	eV
charge	0
SMILES string	C[Si](C)(C)PO
energy above the lowest of the compared OMol25 structures with the same formula, charge and spin	0.3670	eV
gap between HOMO and LUMO	9.14	eV

These are the Löwdin partial charges, in e, on atoms 1 to 4: number 1, C, carries -0.2287; number 2, Si, carries 0.4746; number 3, C, carries -0.2329; number 4, C, carries -0.2212



# 2
The following is a quantum chemistry calculation of an isolated molecule of C2H3IO3S in a non-equilibrium geometry, from the Open Molecules 2025 dataset.

Geometry as XYZ:
```
10
Properties=species:S:1:pos:R:3:forces:R:3
C -0.432 -0.885 0.211 -0.26 -3.18 -0.43
C 0.680 -0.242 -0.575 0.65 -0.31 -1.15
O -0.735 2.626 0.978 -0.01 -1.03 -0.39
O -1.175 0.109 0.852 -0.36 1.57 -1.03
O 0.410 1.084 -0.746 -1.22 1.97 1.45
S -1.034 1.577 0.033 0.26 0.28 0.18
I 2.672 -0.596 0.349 -0.80 0.15 -0.54
H -0.951 -1.708 -0.549 0.44 2.41 2.03
H -0.061 -1.435 1.071 0.22 -0.57 -0.35
H 0.626 -0.529 -1.623 1.09 -1.30 0.23
```
Forces are in eV/Å.

Summary:
HOMO level	-9.882	eV
LUMO	-0.088	eV
charge	0
energy above the lowest of the compared OMol25 structures with the same formula, charge and spin	0.3330	eV
gap between HOMO and LUMO	9.79	eV

These are the Löwdin partial charges, in e, on atoms 1 to 4: number 1, C, carries -0.3308; number 2, C, carries -0.7935; number 3, O, carries -0.3714; number 4, O, carries -0.3010